Computed, not measured: a 3-piece molecular cluster, C4H12N2O2S overall, with ωB97M-V/def2-TZVPD.

Calculated values
LUMO (alpha / beta)   -1.5 / -1.5 eV
Gap between HOMO and LUMO (alpha / beta)   0.309 / 0.309 hartree
E_HOMO (alpha / beta)   -0.364 / -0.364 Eh
Energy relative to the best compared isomer or geometry (same formula, charge and spin)   595.2 kJ/mol

Element x y z (Å)
S1 4.2575 -0.6007 0.7031
O1 4.0651 0.7777 1.0645
O2 3.2228 -1.5354 0.7800
N1 5.7712 -0.9669 0.7893
N2 -9.0736 -2.6898 0.9836
C1 4.1693 0.0658 -1.3375
C2 4.0241 -0.9502 -2.2209
C3 -1.5725 2.9053 1.0172
C4 -2.1749 2.4920 -0.0659
H1 -1.5871 2.6841 -0.9274
H2 -9.1154 -3.6565 0.7625
H3 4.8709 -1.7434 -2.3796
H4 3.3240 0.7126 -1.3267
H5 3.1800 -1.2876 -2.7438
H6 -9.1763 -2.1337 0.1210
H7 -9.7528 -2.4280 1.6643
H8 5.2452 0.3669 -1.0664
H9 -0.6574 3.3518 1.1025
H10 6.2390 -0.1528 1.1645
H11 -3.1678 2.0504 -0.0174
H12 -2.0910 2.7386 1.9331

Computed, not measured: an isolated ion of composition C2H4ClF2N2 and charge +1, with ωB97M-V/def2-TZVPD.

Calculated values
LUMO   -4.9 eV
Gap between HOMO and LUMO   0.420 hartree
SMILES   NC(=[NH2+])C(F)(F)Cl
E_HOMO   -0.600 Eh
Energy relative to the best compared isomer or geometry (same formula, charge and spin)   0.0 kJ/mol
Total charge   +1

Element x y z (Å)
Cl1 3.2055 1.1628 0.0904
F1 2.3974 -1.1601 1.0558
F2 2.5221 -0.9761 -1.1973
N1 0.0801 0.4884 0.9872
N2 -0.1448 -0.7187 -0.9743
C1 0.5680 -0.1702 0.0043
C2 2.1497 -0.3592 -0.0472
H1 0.2215 -1.3313 -1.6329
H2 -0.8401 0.4087 1.4167
H3 0.7630 0.9568 1.6327
H4 -1.1487 -1.0712 -0.9062

Computed, not measured: one molecule with the formula C4H2O2, with ωB97M-V/def2-TZVPD.

Calculated values
LUMO   -1.6 eV
Gap between HOMO and LUMO   0.309 hartree
E_HOMO   -0.366 Eh
Energy relative to the best compared isomer or geometry (same formula, charge and spin)   275.4 kJ/mol

Element x y z (Å)
O1 -0.0043 1.6266 0.1063
O2 1.0851 -0.2574 -0.2134
C1 -2.6203 -0.3044 -0.1998
C2 1.0228 1.0649 0.1315
C3 -0.0747 -0.9768 -0.1038
C4 -1.3901 -0.6592 -0.1251
H1 0.0555 -2.0885 0.0392
H2 1.9260 1.5948 0.3651

Computed, not measured: one molecule with the formula C4H5FOS, with ωB97M-V/def2-TZVPD.

Calculated values
LUMO   0.7 eV
Gap between HOMO and LUMO   0.348 hartree
SMILES   FC1=COC[C@H]1S
E_HOMO   -0.322 Eh
Energy relative to the best compared isomer or geometry (same formula, charge and spin)   78.6 kJ/mol

Element x y z (Å)
S1 1.9381 -0.1699 -0.3594
F1 -0.2519 2.1061 0.2135
O1 -1.6849 -1.0739 -0.4052
C1 -0.5854 0.8303 0.1362
C2 0.3863 -0.1957 0.6135
C3 -0.5808 -1.4509 0.4593
C4 -1.6664 0.3062 -0.4356
H1 -2.5023 0.7419 -0.9737
H2 0.6031 -0.0492 1.6664
H3 -1.0384 -1.6620 1.4369
H4 -0.1009 -2.3377 0.0844
H5 2.4528 -1.2768 0.2153

Computed, not measured: one molecule with the formula C27H32N6OS, with ωB97M-V/def2-TZVPD.

Calculated values
LUMO   0.3 eV
Gap between HOMO and LUMO   0.313 hartree
SMILES   Cc1cccc2cc(CN(Cc3cccs3)C3(c4nnnn4C4CCCC4)CCCC3)c(=O)[nH]c12
E_HOMO   -0.302 Eh
Energy relative to the best compared isomer or geometry (same formula, charge and spin)   11.0 kJ/mol

Element x y z (Å)
S1 0.1342 -3.9058 1.3584
O1 -1.5632 -1.3299 -1.8011
N1 -1.6734 0.7821 -2.5689
N2 -0.9067 0.4467 0.7159
N3 -0.9524 2.4257 -0.0026
N4 -1.6793 1.5103 0.4895
N5 0.3021 2.0233 -0.1224
N6 1.3532 -1.3486 -0.1916
C1 0.2489 1.9639 -3.3263
C2 2.2336 -2.4356 0.2319
C3 1.2860 -1.3193 -1.6602
C4 -1.1387 1.9248 -3.0995
C5 -2.9355 -0.9942 3.2222
C6 -1.3512 4.1267 -4.0006
C7 2.3343 -3.4753 2.5887
C8 -2.8712 -1.0339 0.8481
C9 1.8912 -0.1295 1.9589
C10 0.3332 -4.5564 2.9379
C11 -1.4264 -0.7657 1.2909
C12 1.7095 -3.1876 1.4142
C13 -0.9707 -0.3260 -2.1637
C14 0.4804 -0.1946 -2.2340
C15 1.5918 -0.0494 0.4459
C16 1.0320 0.8629 -2.8704
C17 -1.9487 3.0264 -3.4209
C18 1.5455 -4.2548 3.4647
C19 0.0177 4.1644 -4.2601
C20 3.5384 1.3503 1.0996
C21 2.5493 1.2127 2.2536
C22 2.8066 0.7502 -0.1089
C23 -3.4829 -1.7723 2.0305
C24 -3.4153 3.0034 -3.1124
C25 0.8137 3.0991 -3.9196
C26 -1.4789 -0.7134 2.8381
C27 0.3469 0.7804 0.3136
H1 -0.4626 -5.1246 3.3766
H2 3.3316 -3.1491 2.8287
H3 0.7956 -2.2554 -1.9502
H4 1.8138 2.0170 2.2121
H5 -3.4821 -0.0563 3.3273
H6 -0.7682 -1.5641 0.9443
H7 -3.1237 -2.8022 2.0545
H8 -1.9595 4.9827 -4.2539
H9 0.4490 5.0426 -4.7158
H10 -3.8755 3.9442 -3.4011
H11 -3.0108 -1.5430 4.1599
H12 2.1033 0.9187 -3.0078
H13 2.6088 -0.9194 2.1615
H14 1.0024 -0.3144 2.5537
H15 3.2559 -2.0896 0.4463
H16 2.2947 -1.2900 -2.1040
H17 -1.1540 0.2582 3.2129
H18 -0.8261 -1.4810 3.2564
H19 1.8718 -4.5696 4.4396
H20 1.8792 3.1255 -4.0915
H21 -3.9196 2.1990 -3.6495
H22 -2.8988 -1.5991 -0.0794
H23 -3.3781 -0.0788 0.7041
H24 3.0320 1.2318 3.2299
H25 4.4422 0.7793 1.3218
H26 -3.5682 2.8604 -2.0427
H27 -4.5708 -1.7819 1.9980
H28 2.3045 -3.1430 -0.6009
H29 -2.6778 0.7287 -2.4525
H30 3.4636 0.0898 -0.6751
H31 3.8251 2.3852 0.9246
H32 2.4479 1.5374 -0.7670

Computed, not measured: C15H32I3MoN9O2S as an isolated structure, with ωB97M-V/def2-TZVPD.

Calculated values
LUMO   -14.0 eV
Gap between HOMO and LUMO   0.175 hartree
E_HOMO   -0.691 Eh
Total charge   +4

Element x y z (Å)
I1 3.9469 3.8847 1.8064
I2 -0.0942 0.2408 -3.7909
I3 -3.5790 -0.1897 -3.0875
Mo1 0.1174 -0.3275 -0.7944
S1 0.2955 -1.2861 1.6208
O1 0.3485 -2.4993 -1.4832
O2 2.4849 -0.8610 -1.4794
N1 -3.0501 0.1423 0.7654
N2 -3.1948 2.4183 0.3704
N3 1.3253 2.6112 -1.2941
N4 -3.4555 -2.1014 0.9465
N5 -1.3069 1.2208 -0.3409
N6 1.7501 0.0820 3.5311
N7 -1.6868 -1.3750 -0.3642
N8 1.7002 -2.0922 3.7168
N9 1.2958 1.4703 -0.5673
C1 -4.5430 2.4289 0.9200
C2 -2.7038 3.6854 -0.1464
C3 -0.3074 -3.1502 -2.5807
C4 2.1257 3.5349 -0.7474
C5 2.1035 1.6948 0.4750
C6 1.3391 -1.0559 2.9911
C7 2.3819 -1.6943 4.9402
C8 2.4282 -0.1587 4.8097
C9 2.6479 2.9830 0.4200
C10 -2.0984 -0.0525 -4.6037
C11 1.6285 -3.0490 -1.1776
C12 3.4193 -0.0028 -2.1445
C13 -2.4985 1.2934 0.2437
C14 2.6829 -2.2209 -1.8891
C15 -2.7024 -1.1344 0.4346
H1 0.8739 2.6892 -2.2013
H2 -3.8825 0.2518 1.3374
H3 -1.6512 3.8401 0.0924
H4 -0.5063 -4.1974 -2.3253
H5 -3.2544 4.4986 0.3229
H6 2.5751 -2.2975 -2.9803
H7 -2.3146 0.8041 -5.2381
H8 3.0942 0.2088 -3.1695
H9 -5.2542 1.9532 0.2417
H10 1.6935 -4.1013 -1.4771
H11 -3.2781 -3.0803 0.7723
H12 -4.5865 1.9624 1.9038
H13 3.6928 -2.5519 -1.6162
H14 0.2923 -3.1236 -3.4953
H15 1.9009 0.3432 5.6227
H16 3.4478 0.2288 4.7666
H17 2.2921 4.5066 -1.1817
H18 -1.6287 -2.3809 -0.5230
H19 2.3034 0.9365 1.2105
H20 -2.8678 3.7671 -1.2239
H21 -1.0786 2.1332 -0.7292
H22 1.4898 -3.0567 3.5137
H23 -4.2742 -1.9177 1.5058
H24 1.7566 -2.9728 -0.0880
H25 -2.0655 -0.9738 -5.1801
H26 4.4058 -0.4684 -2.1798
H27 1.8220 -2.0321 5.8160
H28 3.3750 -2.1443 4.9823
H29 -1.2603 -2.6433 -2.7443
H30 -4.8690 3.4570 1.0575
H31 3.5222 0.9173 -1.5760
H32 1.4338 1.0041 3.2829

no.,E (eV)
1,-22247.6061
2,-23069.2664
3,-8269.6745
4,-19827.7714
5,-50342.1546
6,-70534.1701